Record 1
A molecular structure, C12H23N2O2P2PbS, computed with the ωB97M-V functional and the def2-TZVPD basis.

**E_LUMO**: -0.5117 Ha
**Orbital gap**: 4.18 eV

Geometry as ORCA input:
```
! wB97M-V def2-TZVPD RIJCOSX def2/J DEFGRID3
* xyz 3 1
Pb -0.29 -1.73 0.83
P 1.99 -0.26 1.41
C 1.97 1.41 0.90
C 1.32 1.69 -0.34
N 0.41 0.79 -0.86
C -0.08 1.01 -2.08
C 0.22 2.14 -2.84
C 1.09 3.10 -2.33
C 1.66 2.85 -1.09
C -1.04 0.03 -2.72
P -1.81 -1.04 -1.44
H 2.37 3.53 -0.62
H -0.27 2.25 -3.79
H 1.31 4.02 -2.89
H -1.83 0.61 -3.23
H -0.49 -0.59 -3.44
H 0.22 2.78 2.16
H 2.64 2.17 1.31
H -1.90 1.53 2.69
O -0.60 2.79 2.68
H -0.59 3.65 3.13
H -1.35 -1.89 2.38
O -2.20 0.59 2.57
H -3.08 0.62 2.19
C -3.31 -0.08 -1.01
H -3.94 0.07 -1.89
H -3.88 -0.63 -0.24
H -3.04 0.89 -0.56
C -2.48 -2.49 -2.30
H -3.03 -3.10 -1.57
H -3.14 -2.18 -3.12
H -1.66 -3.12 -2.67
C 3.62 -1.04 1.07
H 4.44 -0.54 1.62
H 3.57 -2.11 1.36
H 3.84 -1.01 -0.01
C 1.84 -0.30 3.24
H 1.97 -1.34 3.56
H 2.60 0.35 3.70
H 0.83 0.04 3.53
S 0.95 -3.80 -0.37
C 0.65 -5.27 0.35
N 0.53 -6.38 0.75
*
```

=====

Record 2
A molecular structure, C12H23N2O2P2RhS, computed with the ωB97M-V functional and the def2-TZVPD basis.

**<S²>**: 6.068
**E_LUMO (alpha / beta)**: -0.2464 / -0.3714 Ha
**Orbital gap (alpha / beta)**: 6.86 / 6.12 eV

Geometry as ORCA input:
```
! wB97M-V def2-TZVPD RIJCOSX def2/J DEFGRID3
* xyz 2 5
Rh 0.55 0.82 0.04
P -1.45 1.60 0.72
C -2.69 0.49 0.01
C -2.10 -0.48 -0.83
N -0.74 -0.33 -1.16
C -0.14 -0.98 -2.15
C -0.86 -1.91 -2.89
C -2.20 -2.18 -2.58
C -2.74 -1.60 -1.44
C 1.38 -0.94 -2.32
P 2.22 -0.49 -0.74
H -3.68 -1.96 -1.01
H -0.32 -2.47 -3.63
H -2.79 -2.80 -3.23
H 1.71 -1.96 -2.59
H 1.70 -0.20 -3.08
H -2.40 -1.56 3.72
H -3.58 0.16 0.56
H 1.24 -1.75 2.85
O -1.73 -2.24 3.68
H -2.06 -2.98 3.17
H 0.42 0.63 1.52
O 1.60 -0.85 2.96
H 1.14 -0.33 3.67
C 2.82 -2.04 0.02
H 3.37 -2.62 -0.74
H 3.47 -1.80 0.88
H 1.95 -2.63 0.37
C 3.78 0.35 -1.22
H 4.22 0.85 -0.34
H 4.49 -0.39 -1.62
H 3.56 1.12 -1.97
C -1.97 2.89 -0.41
H -2.95 3.15 0.02
H -1.31 3.74 -0.49
H -2.16 2.43 -1.38
C -1.52 2.21 2.38
H -0.75 2.97 2.54
H -2.53 2.64 2.44
H -1.39 1.40 3.10
S 1.90 2.19 1.27
C 1.41 3.45 0.29
N 1.11 4.40 -0.35
*
```

=====

Record 3
C12H23N3 in the gas phase, computed with the ωB97M-V functional and the def2-TZVPD basis.

**E_LUMO**: 0.0217 Ha
**Orbital gap**: 8.03 eV

Geometry as ORCA input:
```
! wB97M-V def2-TZVPD RIJCOSX def2/J DEFGRID3
* xyz 0 1
C -1.75 -1.53 -0.62
C -3.11 -1.79 -0.78
C 0.00 0.39 -0.44
C -0.85 1.61 -0.06
C -0.72 2.18 1.33
C -0.66 2.74 -1.07
C 1.93 -2.07 -0.87
C 3.25 -0.98 1.09
C 2.97 0.22 -0.99
C -4.06 -0.56 1.14
C 0.98 -0.10 0.54
C 2.28 -0.79 -0.05
N -1.33 -0.30 -0.53
N -3.99 -1.36 0.00
N -2.02 0.80 -0.24
H -1.02 -2.31 -0.73
H -3.45 -2.64 -1.55
H 0.43 0.46 -1.43
H -1.63 2.75 1.69
H 0.10 2.78 1.49
H -0.69 1.30 2.00
H 0.16 3.28 -1.00
H -1.45 3.48 -0.83
H -0.81 2.34 -2.04
H 2.79 -2.48 -1.55
H 0.96 -1.83 -1.54
H 1.66 -2.89 -0.30
H 4.36 -1.21 0.92
H 3.13 -0.17 1.84
H 2.88 -1.88 1.67
H 4.01 -0.11 -1.02
H 3.11 1.35 -0.61
H 2.66 0.37 -2.01
H -3.32 0.30 1.03
H -5.02 -0.11 1.19
H -3.75 -1.18 1.93
H 0.55 -0.76 1.27
H 1.39 0.70 1.09
*
```

=====

Relative energy (zero: lowest compared OMol25 entry of this formula, charge and spin) / kcal/mol: 0.00; 28.19; 114.07